No. 1
# C40H58ClF3N13O3S2

A cluster of 11 separate species, C40H58ClF3N13O3S2 in total in a non-equilibrium geometry (the ωB97M-V functional and the def2-TZVPD basis, the OMol25 dataset).

Geometry as XYZ:
```
120
Properties=species:S:1:pos:R:3:mulliken_charge:R:1
C -4.24 -4.00 6.56 -1.018
C -3.05 -4.24 5.44 0.039
C -3.56 -3.67 3.95 -0.553
O -2.39 -3.22 3.18 -0.225
C -2.72 -2.09 2.29 -1.121
C -1.72 -0.77 2.51 1.548
C -1.86 -0.43 4.11 -1.299
C -2.07 1.15 4.48 0.474
O -1.97 1.24 5.97 -0.534
C -0.94 2.16 3.88 0.769
F -1.50 3.03 2.79 -0.266
F 0.30 1.51 3.39 -0.196
F -0.56 3.12 4.99 -0.251
C -2.29 0.29 1.39 -0.493
N -1.25 0.42 0.49 0.045
C 0.06 -0.37 0.64 0.038
C -0.01 -1.31 -0.73 -0.511
C 0.83 -0.63 -1.99 0.299
O 0.75 0.70 -2.20 -0.519
Cl 1.82 -1.76 -3.10 -0.119
C -0.30 -1.35 1.91 -0.938
C 0.96 -1.63 2.93 -0.427
C 2.02 -2.71 2.23 -0.297
C 3.51 -2.02 2.04 -0.456
S 4.70 -2.33 3.46 -0.100
C 3.91 -1.98 5.13 -0.017
S 4.28 -0.56 6.05 -0.117
N 2.94 -3.05 5.67 0.250
C 3.14 -4.52 5.30 -0.251
C 1.85 -5.17 6.10 -0.196
N 1.13 -4.05 6.81 -0.559
C 1.78 -2.70 6.57 -0.110
H -3.79 -3.63 7.59 0.287
H -5.03 -3.19 6.24 0.274
H -4.82 -5.00 6.79 0.282
H -2.82 -5.38 5.34 0.368
H -2.14 -3.57 5.76 -0.041
H -4.35 -2.84 4.20 0.236
H -4.13 -4.54 3.37 0.285
H -3.84 -1.72 2.39 0.406
H -2.65 -2.52 1.18 0.339
H -0.99 -0.85 4.77 0.374
H -2.84 -1.00 4.48 0.267
H -3.17 1.45 4.22 -0.086
H -2.09 0.31 6.36 0.358
H -3.34 0.81 1.43 0.321
H -1.31 1.06 -0.34 0.372
H 1.05 0.23 0.86 0.452
H 0.42 -2.39 -0.57 0.339
H -1.15 -1.45 -1.03 0.367
H -0.49 -2.44 1.47 0.661
H 0.59 -2.12 3.95 0.049
H 1.61 -0.68 3.18 0.147
H 2.02 -3.68 2.88 0.265
H 1.67 -3.00 1.12 0.256
H 3.34 -0.87 1.86 0.075
H 3.98 -2.51 1.07 0.442
H 3.95 -5.02 4.61 0.349
H 1.65 -6.33 6.04 0.318
H 1.49 -1.62 6.97 0.309
C -0.78 5.18 7.59 -0.416
C -1.25 5.80 8.90 0.140
N -1.63 6.32 9.98 -0.384
H -1.42 5.52 6.77 0.168
H 0.25 5.47 7.38 0.300
H -0.84 4.09 7.65 0.192
C -4.68 5.25 3.07 -0.605
C -4.71 3.75 2.84 0.558
N -4.73 2.51 2.64 -0.636
H -5.70 5.63 3.20 0.168
H -4.10 5.48 3.97 0.197
H -4.23 5.76 2.22 0.273
C 4.47 -1.42 -6.37 -0.327
C 3.90 -2.71 -5.78 0.400
N 3.43 -3.77 -5.30 -0.529
H 5.05 -0.89 -5.61 0.282
H 5.13 -1.65 -7.21 -0.004
H 3.66 -0.78 -6.71 0.254
C 5.23 2.66 1.57 -0.764
C 5.20 1.16 1.33 0.524
N 5.18 -0.08 1.14 -0.578
H 4.21 3.04 1.70 0.237
H 5.81 2.89 2.47 0.282
H 5.69 3.17 0.71 0.298
C 5.84 -5.14 -8.47 -0.706
C 5.91 -3.65 -8.74 0.490
N 5.96 -2.41 -8.97 -0.618
H 6.85 -5.57 -8.49 0.280
H 5.40 -5.32 -7.49 0.261
H 5.23 -5.63 -9.23 0.261
C 6.02 0.30 -11.17 -0.161
C 6.09 1.79 -11.44 0.247
N 6.15 3.03 -11.67 -0.433
H 7.03 -0.13 -11.19 0.296
H 5.58 0.12 -10.19 0.111
H 5.41 -0.19 -11.93 -0.095
C -8.66 6.81 2.07 -0.778
C -7.46 7.41 1.36 0.408
N -6.46 7.91 0.77 -0.492
H -8.48 5.75 2.29 0.257
H -8.84 7.34 3.02 0.319
H -9.55 6.90 1.44 0.316
C 4.38 -2.22 -14.88 -0.692
C 3.92 -1.60 -13.57 0.452
N 3.53 -1.08 -12.49 -0.530
H 3.75 -1.88 -15.70 0.268
H 5.42 -1.93 -15.08 0.278
H 4.33 -3.31 -14.81 0.259
C -5.32 5.78 -2.29 -0.606
C -6.69 5.17 -2.05 0.339
N -7.83 4.66 -1.85 -0.444
H -4.81 5.93 -1.34 0.160
H -4.72 5.11 -2.92 0.297
H -5.43 6.74 -2.80 0.253
C -1.52 0.27 -4.87 -0.292
C -2.89 -0.35 -4.63 0.299
N -4.03 -0.85 -4.43 -0.427
H -1.01 0.42 -3.92 -0.090
H -0.92 -0.40 -5.50 0.240
H -1.63 1.23 -5.38 0.286
```

Values from the calculation:
energy above the lowest of the compared OMol25 structures with the same formula, charge and spin = 518.0 kcal/mol
DFT total energy = -4051.53731 a.u.
net charge = +1
HOMO-LUMO gap = 0.219 Eh

No. 2
# C40H60Br4HfN2O4P2S2Se4

A structure of composition C40H60Br4HfN2O4P2S2Se4 (the ωB97M-V functional and the def2-TZVPD basis, the OMol25 dataset).

Geometry as XYZ:
```
119
Properties=species:S:1:pos:R:3:mulliken_charge:R:1
Hf 1.11 -0.82 0.03 -0.713
Se -0.84 0.33 1.83 0.243
Se -0.39 1.26 3.87 -0.646
Se -1.20 -2.43 4.40 -0.621
Se -0.83 -2.12 2.17 -0.122
Br -1.04 -6.79 -3.07 -0.227
C -1.00 -5.04 -2.37 0.340
C -2.08 -4.19 -2.53 -0.103
Br -3.64 -4.77 -3.44 -0.245
C -2.03 -2.89 -2.01 0.001
Br -3.47 -1.68 -2.16 -0.035
C -0.90 -2.45 -1.35 0.045
O -0.73 -1.24 -0.84 1.583
C 0.20 -3.33 -1.15 -0.441
O 1.21 -2.82 -0.48 -0.082
C 0.14 -4.60 -1.68 -0.204
Br 1.66 -5.69 -1.41 -0.172
N 2.21 -0.34 -3.21 -0.918
C 1.84 -0.48 -2.12 0.338
C 2.34 -2.80 3.96 -0.911
N 1.99 -1.40 4.30 0.983
C 2.32 -1.12 5.70 -1.019
C 2.60 -0.35 3.36 0.756
C 3.59 -0.93 2.39 0.704
C 4.92 -1.08 2.76 -0.213
C 5.81 -1.69 1.89 -0.692
C 5.35 -2.16 0.67 -0.834
C 4.02 -2.00 0.32 -0.437
C 3.09 -1.36 1.15 0.309
H 1.89 -3.44 4.71 0.334
H 3.42 -2.89 3.94 0.518
H 1.93 -3.04 2.99 0.123
H 0.96 -1.25 4.23 -0.207
H 3.40 -1.20 5.85 0.353
H 1.80 -1.83 6.33 0.315
H 1.98 -0.11 5.94 0.291
H 2.98 0.46 3.98 0.469
H 1.77 0.06 2.79 -1.521
H 5.27 -0.72 3.72 0.362
H 6.86 -1.80 2.16 0.341
H 6.04 -2.63 -0.03 0.391
H 3.69 -2.37 -0.65 0.409
C 6.06 4.50 0.42 -1.252
C 5.49 3.68 1.57 0.415
C 6.46 2.63 2.08 -1.178
O 4.22 3.09 1.27 -0.288
P 3.75 2.39 -0.10 0.779
S 5.05 1.20 -0.92 -0.316
S 1.91 1.73 0.44 -0.432
O 3.48 3.74 -0.93 -0.566
C 3.23 3.85 -2.34 0.290
C 2.46 2.67 -2.91 -0.311
C 4.54 4.08 -3.07 -1.668
H 6.95 5.03 0.77 0.543
H 5.33 5.23 0.08 0.202
H 6.34 3.86 -0.42 0.279
H 5.26 4.36 2.39 0.261
H 6.68 1.90 1.31 0.204
H 6.02 2.10 2.93 0.218
H 7.39 3.11 2.40 0.486
H 2.61 4.75 -2.42 0.288
H 3.05 1.75 -2.89 0.238
H 2.19 2.88 -3.94 0.418
H 1.55 2.48 -2.34 -0.091
H 5.17 3.20 -2.98 0.223
H 5.07 4.94 -2.65 0.362
H 4.35 4.27 -4.13 0.497
C -4.36 0.94 0.47 0.624
C -5.24 1.29 -0.73 -1.339
C -4.50 2.22 -1.70 0.166
C -3.60 3.25 -0.97 0.079
C -4.12 3.47 0.45 -1.455
C -4.10 2.20 1.30 -0.556
P -1.82 2.67 -0.99 1.160
C -1.37 2.67 -2.80 0.482
C -1.39 1.27 -3.42 0.045
C -0.54 1.23 -4.69 -0.461
C -0.61 2.56 -5.47 -0.592
C -1.94 3.25 -5.21 -1.106
C -2.05 3.68 -3.74 -0.693
C -0.85 4.14 -0.40 1.786
C -1.21 5.55 -0.94 -0.644
C -1.67 6.48 0.18 -0.884
C -0.60 6.65 1.26 -0.885
C 0.15 5.34 1.54 -0.572
C -0.68 4.13 1.12 0.562
H -3.41 0.54 0.10 -0.815
H -4.81 0.16 1.08 0.537
H -6.16 1.78 -0.37 0.362
H -5.56 0.39 -1.26 0.596
H -5.22 2.74 -2.33 0.325
H -3.89 1.60 -2.37 -0.719
H -3.66 4.21 -1.51 1.173
H -5.16 3.83 0.36 0.501
H -3.57 4.27 0.95 0.063
H -4.86 2.29 2.08 0.576
H -3.14 2.10 1.82 -0.172
H -0.31 2.94 -2.74 -0.544
H -2.42 0.98 -3.66 0.420
H -1.03 0.53 -2.70 -0.988
H -0.88 0.41 -5.33 0.495
H 0.50 1.00 -4.43 -0.131
H -0.45 2.39 -6.53 0.585
H 0.20 3.23 -5.14 0.029
H -2.75 2.55 -5.45 0.332
H -2.08 4.11 -5.87 0.587
H -3.10 3.81 -3.49 0.062
H -1.57 4.66 -3.62 0.215
H 0.15 3.88 -0.79 -1.529
H -1.98 5.50 -1.71 0.225
H -0.33 5.99 -1.42 0.387
H -2.58 6.08 0.63 0.123
H -1.95 7.46 -0.24 0.500
H -1.07 7.01 2.18 0.333
H 0.11 7.43 0.96 0.353
H 0.43 5.27 2.59 0.530
H 1.09 5.31 0.97 -0.035
H -1.64 4.14 1.64 0.330
H -0.18 3.21 1.43 -0.869
```

Values from the calculation:
energy above the lowest of the compared OMol25 structures with the same formula, charge and spin = 7.3 kcal/mol
DFT total energy = -23399.92205 a.u.
net charge = -2
HOMO-LUMO gap = 0.207 Eh

No. 3
# C40H60O23

A cluster of 10 separate species, C40H60O23 in total in a non-equilibrium geometry (the ωB97M-V functional and the def2-TZVPD basis, the OMol25 dataset).

Geometry as XYZ:
```
123
Properties=species:S:1:pos:R:3:mulliken_charge:R:1
O -2.38 0.45 1.48 -0.314
C -3.46 0.24 1.02 0.210
O -3.75 -0.98 0.37 0.069
C -5.11 -1.03 -0.05 -0.131
C -5.88 -0.04 0.79 -0.829
C -4.75 1.09 1.22 -0.755
H -5.63 -1.99 0.07 0.371
H -5.22 -0.73 -1.12 0.032
H -6.32 -0.52 1.66 0.334
H -6.75 0.28 0.20 0.340
H -4.82 1.40 2.27 0.404
H -4.83 1.96 0.61 0.333
O 1.75 -1.04 3.59 -0.602
C 2.65 -0.24 3.45 0.171
O 2.70 0.41 2.28 0.214
C 3.74 1.46 2.33 -0.347
C 4.78 0.88 3.34 -0.575
C 3.85 0.19 4.34 -0.914
H 3.21 2.39 2.68 0.257
H 4.14 1.65 1.35 0.277
H 5.38 1.69 3.75 0.451
H 5.38 0.10 2.87 0.156
H 3.56 0.85 5.18 0.309
H 4.21 -0.68 4.73 0.507
O -0.72 -2.28 1.63 0.146
C -0.93 -2.59 2.80 -0.069
O -0.95 -3.83 3.26 -0.421
C -1.34 -3.81 4.65 -0.718
C -1.19 -2.37 5.16 -0.578
C -1.08 -1.55 3.83 1.527
H -0.80 -4.56 5.19 0.414
H -2.41 -4.13 4.71 0.279
H -0.29 -2.26 5.75 0.343
H -2.11 -2.06 5.65 0.326
H -0.26 -0.80 3.78 -1.079
H -1.99 -0.99 3.57 -0.025
O 2.89 3.93 -6.01 -0.643
C 1.97 3.93 -5.23 0.503
O 0.69 3.66 -5.65 -0.432
C -0.20 3.78 -4.57 0.196
C 0.44 4.62 -3.46 -0.255
C 1.89 4.43 -3.83 0.062
H -0.55 2.74 -4.29 -0.045
H -1.02 4.40 -4.96 0.223
H 0.27 4.20 -2.48 -0.163
H 0.15 5.70 -3.48 0.420
H 2.42 3.75 -3.18 -0.248
H 2.37 5.41 -3.89 0.421
O -2.37 5.05 4.68 -0.654
C -1.55 4.29 4.18 0.376
O -0.70 4.71 3.29 -0.427
C 0.05 3.62 2.73 -0.038
C 0.09 2.59 3.84 0.975
C -1.28 2.81 4.42 -0.276
H 0.97 4.06 2.39 0.254
H -0.56 3.37 1.82 -0.087
H 0.89 2.79 4.58 0.297
H 0.17 1.56 3.44 -0.846
H -1.36 2.56 5.47 0.467
H -2.07 2.23 3.93 -0.102
O 0.73 0.41 -4.16 -0.674
C 1.93 0.32 -4.06 0.501
O 2.69 1.43 -3.90 -0.032
C 4.08 1.00 -3.78 -0.830
C 4.17 -0.54 -3.62 0.213
C 2.82 -0.89 -4.13 -0.553
H 4.47 1.68 -3.01 0.389
H 4.59 1.34 -4.71 0.353
H 4.34 -0.77 -2.53 -0.428
H 4.90 -0.92 -4.31 0.492
H 2.38 -1.79 -3.62 0.190
H 2.91 -1.04 -5.20 0.412
O -3.04 2.12 -1.64 -0.544
C -3.67 2.06 -2.63 0.470
O -4.38 0.91 -2.90 -0.279
C -5.15 1.02 -4.20 -0.424
C -5.15 2.50 -4.55 -0.630
C -3.99 3.05 -3.72 -0.202
H -6.15 0.66 -3.96 0.278
H -4.66 0.39 -4.95 0.321
H -6.08 3.02 -4.32 0.282
H -5.12 2.60 -5.67 0.338
H -4.19 4.01 -3.26 0.448
H -3.13 3.14 -4.33 -0.088
C 2.70 -2.44 0.64 0.050
C 3.98 -3.28 0.91 0.067
C 5.31 -2.89 0.18 -0.296
O 6.33 -2.80 1.20 -0.400
C 5.71 -2.89 2.47 0.557
O 6.22 -2.63 3.48 -0.483
O 4.40 -3.19 2.29 -0.365
H 2.91 -1.31 0.74 -0.291
H 1.90 -2.85 1.22 -0.383
H 2.41 -2.60 -0.40 0.449
H 3.79 -4.34 0.80 0.488
H 5.23 -1.90 -0.27 0.201
H 5.58 -3.66 -0.51 0.330
C -0.64 -0.57 -1.31 -0.555
C 0.23 0.69 -1.23 1.778
C 0.03 1.51 -0.04 0.000
O 1.27 2.24 -0.01 -0.330
C 2.20 1.52 -0.63 0.583
O 3.39 1.77 -0.67 -0.801
O 1.63 0.33 -1.09 -0.060
H -1.69 -0.20 -1.43 -0.266
H -0.56 -1.17 -0.41 -0.205
H -0.41 -1.14 -2.18 0.863
H 0.07 1.35 -2.15 -0.886
H -0.11 0.94 0.88 -0.509
H -0.88 2.15 -0.12 0.383
C -0.17 -5.31 0.13 -1.331
C -1.62 -5.22 0.47 1.328
C -2.18 -3.95 -0.11 0.031
O -3.31 -4.38 -0.86 -0.415
C -3.36 -5.71 -0.97 0.381
O -4.06 -6.40 -1.59 -0.536
O -2.40 -6.28 -0.15 -0.459
H 0.32 -4.45 0.52 0.127
H -0.08 -5.15 -0.98 0.309
H 0.36 -6.17 0.46 0.407
H -1.78 -5.29 1.55 0.024
H -1.47 -3.35 -0.63 0.150
H -2.54 -3.43 0.77 -0.032
```

Values from the calculation:
structure (SMILES) = C[C@H]1COC(=O)O1.C[C@H]1COC(=O)O1.C[C@H]1COC(=O)O1.O=C1CCCO1.O=C1CCCO1.O=C1CCCO1.O=C1CCCO1.O=C1CCCO1.O=C1CCCO1.O=C1CCCO1
energy above the lowest of the compared OMol25 structures with the same formula, charge and spin = 13.2 kcal/mol
DFT total energy = -3290.76749 a.u.
HOMO-LUMO gap = 0.379 Eh

No. 4
# C40H61BLaN3O7P2S3

A structure of composition C40H61BLaN3O7P2S3 in a non-equilibrium geometry (the ωB97M-V functional and the def2-TZVPD basis, the OMol25 dataset).

Geometry as XYZ:
```
118
Properties=species:S:1:pos:R:3:mulliken_charge:R:1
La 0.18 1.27 -0.54 1.491
C 2.78 -4.46 3.09 -1.752
C 1.65 -3.49 2.67 2.295
C 0.92 -2.81 3.79 -1.829
C 0.62 -4.36 1.87 -1.966
P 2.30 -2.03 1.64 0.529
C 3.20 -2.75 0.10 -1.382
N 2.12 -3.08 -0.78 0.254
B 1.16 -2.20 -1.41 0.425
N 0.18 -2.97 -2.16 0.605
C -0.74 -2.50 -3.19 -2.529
P -1.57 -0.85 -2.90 1.344
C -3.29 -1.35 -2.24 2.001
C -3.03 -2.40 -1.16 -1.858
C -4.17 -1.86 -3.38 -2.174
C -4.05 -0.20 -1.59 -1.516
C -1.48 -0.19 -4.70 1.264
C -2.38 1.10 -4.65 -1.398
C -2.08 -1.02 -5.81 -1.858
C 0.03 0.15 -4.78 -1.200
C 0.65 -4.29 -2.01 0.675
C 0.30 -5.43 -2.76 -0.108
C 0.88 -6.68 -2.61 -1.149
C 1.94 -6.69 -1.70 -0.522
C 2.53 -5.55 -1.13 -0.748
C 1.82 -4.32 -1.24 0.123
C 3.80 -1.24 2.55 1.902
C 3.63 -0.95 4.08 -1.835
C 3.97 0.19 1.89 -1.575
C 5.08 -2.03 2.28 -1.942
H 2.44 -5.22 3.80 0.491
H 3.54 -3.84 3.54 0.301
H 3.20 -4.88 2.18 0.205
H 0.12 -3.62 4.10 0.488
H 0.37 -1.98 3.39 0.306
H 1.47 -2.59 4.72 0.197
H 0.14 -5.11 2.53 0.635
H 1.09 -4.88 1.09 0.419
H -0.13 -3.71 1.41 0.186
H 3.84 -3.58 0.29 0.574
H 3.83 -1.89 -0.34 0.257
H -1.48 -3.18 -3.50 0.357
H -0.19 -2.33 -4.08 1.242
H -2.46 -3.24 -1.46 0.193
H -4.00 -2.78 -0.92 0.730
H -2.51 -1.95 -0.29 -0.043
H -3.75 -2.84 -3.70 0.391
H -4.31 -1.26 -4.28 0.258
H -5.13 -2.14 -3.00 0.571
H -3.37 0.48 -1.07 -0.066
H -4.74 -0.59 -0.86 0.525
H -4.69 0.27 -2.36 0.384
H -3.45 0.92 -4.77 0.287
H -2.06 1.79 -5.48 0.461
H -2.03 1.66 -3.78 0.066
H -3.15 -1.14 -5.62 0.311
H -1.64 -1.97 -5.90 0.295
H -1.94 -0.41 -6.70 0.572
H 0.17 0.93 -4.00 0.047
H 0.22 0.49 -5.80 0.540
H 0.71 -0.70 -4.56 0.170
H -0.61 -5.35 -3.36 0.234
H 0.51 -7.60 -3.03 0.421
H 2.48 -7.65 -1.54 0.264
H 3.36 -5.63 -0.43 0.316
H 2.79 -0.31 4.34 0.264
H 4.53 -0.35 4.45 0.402
H 3.52 -1.80 4.73 0.384
H 3.30 0.93 2.25 0.241
H 3.92 0.15 0.71 -0.052
H 4.97 0.53 2.14 0.544
H 4.96 -3.10 2.50 0.277
H 5.88 -1.56 2.85 0.598
H 5.34 -1.94 1.19 0.314
S -2.26 2.50 0.57 -0.623
C -2.92 1.47 1.85 0.411
C -3.95 1.99 2.66 -0.522
C -4.65 1.28 3.61 -0.951
C -4.31 -0.08 3.73 -0.398
C -3.35 -0.65 2.98 -1.034
C -2.57 0.09 2.07 0.049
S -1.27 -0.73 1.24 0.049
H -4.16 3.01 2.49 0.360
H -5.39 1.72 4.28 0.315
H -4.85 -0.72 4.44 0.273
H -3.03 -1.67 3.07 0.481
C -2.01 8.26 2.97 -1.293
C -0.93 7.34 2.33 0.756
C -1.12 6.00 2.10 -0.668
C -0.21 5.28 1.35 0.163
C 0.91 5.89 0.75 -0.001
C 1.12 7.24 0.98 -0.817
C 0.17 7.92 1.75 -0.576
S 2.13 4.92 -0.05 1.274
O 2.74 4.28 1.15 -0.778
O 2.90 5.84 -0.86 -0.818
N 1.33 3.92 -0.93 -0.224
C 0.84 4.49 -2.22 -0.488
C -0.17 3.68 -2.97 0.094
O -0.49 4.12 -4.04 -0.737
O -0.56 2.54 -2.50 0.147
H -1.58 9.31 3.18 0.294
H -2.42 7.93 3.88 0.393
H -2.78 8.32 2.18 0.278
H -2.03 5.49 2.38 0.524
H -0.50 4.31 1.05 -0.067
H 2.00 7.71 0.48 0.355
H 0.23 9.02 1.85 0.159
H 1.66 4.57 -2.92 0.263
H 0.36 5.49 -2.19 0.343
O 1.17 -0.84 -1.44 0.122
O 2.29 -0.02 -1.01 -0.756
C 0.67 2.31 2.81 -0.476
O 1.37 2.22 1.60 0.463
H 0.95 3.24 3.25 0.363
H 0.98 1.61 3.54 0.081
H -0.36 2.32 2.52 0.054
H 2.01 3.03 1.38 0.036
```

Values from the calculation:
energy above the lowest of the compared OMol25 structures with the same formula, charge and spin = 0.0 kcal/mol
DFT total energy = -4185.66143 a.u.
net charge = -2
HOMO-LUMO gap = 0.212 Eh

Number 1: HOMO -10.532 eV. Number 2: HOMO -1.920 eV. Number 3: HOMO -10.054 eV. Number 4: HOMO -1.762 eV.